Entry 1:
Formula: C18H13BiF6N3O4S3
Source: the Open Molecules 2025 dataset
Level of theory: ωB97M-V with the def2-TZVPD basis set

Each line ends with the natural charge from an NBO analysis.
Positions of all 48 atoms, in Å:
Bi: -0.209 -0.531 -0.598  1.755
F: 4.700 -0.561 -1.363  -0.294
C: 4.479 0.745 -1.334  0.771
F: 4.970 1.262 -0.217  -0.292
F: 5.024 1.320 -2.387  -0.283
S: 2.638 0.982 -1.338  2.209
O: 2.188 0.214 -0.156  -1.011
O: 2.119 0.464 -2.565  -0.908
N: 2.499 2.536 -1.125  -1.172
S: 1.146 2.947 -0.432  2.231
O: 1.237 3.171 0.976  -0.914
O: 0.033 2.098 -0.868  -1.020
C: 0.709 4.582 -1.188  0.758
F: -0.501 4.888 -0.716  -0.306
F: 0.656 4.458 -2.505  -0.294
F: 1.565 5.527 -0.850  -0.285
C: -4.429 1.031 -1.215  -0.220
C: -4.673 1.779 -0.072  -0.107
C: -3.720 1.820 0.932  -0.195
C: -2.526 1.130 0.769  0.199
N: -2.323 0.395 -0.333  -0.542
C: -3.240 0.340 -1.300  0.085
C: -1.450 1.113 1.778  0.178
C: -1.534 1.794 2.980  -0.192
C: -0.510 1.680 3.906  -0.097
C: 0.565 0.858 3.623  -0.214
C: 0.605 0.223 2.398  0.111
N: -0.365 0.369 1.495  -0.543
H: -5.149 0.982 -2.019  0.253
H: -5.601 2.323 0.040  0.248
H: -3.918 2.380 1.832  0.239
H: -3.007 -0.274 -2.162  0.219
H: -2.396 2.405 3.201  0.236
H: -0.562 2.223 4.839  0.246
H: 1.370 0.719 4.329  0.253
H: 1.430 -0.413 2.115  0.241
S: -0.838 -2.531 0.702  -0.256
C: 0.035 -3.789 -0.230  -0.172
C: -0.113 -3.915 -1.607  -0.259
C: 0.583 -4.907 -2.282  -0.176
C: 1.403 -5.781 -1.585  -0.219
C: 1.533 -5.660 -0.209  -0.127
C: 0.857 -4.660 0.473  -0.244
H: -0.798 -3.272 -2.150  0.207
H: 0.465 -5.005 -3.353  0.227
H: 1.934 -6.561 -2.113  0.229
H: 2.166 -6.344 0.341  0.220
H: 0.953 -4.556 1.546  0.228

total energy	-86181.8119	eV
charge	+1

Entry 2:
Formula: C3H8N4
Source: the Open Molecules 2025 dataset
Level of theory: ωB97M-V with the def2-TZVPD basis set

Each line ends with the natural charge from an NBO analysis.
Positions of all 15 atoms, in Å:
C: 1.910 1.542 0.480  -0.747
C: 1.745 0.213 1.016  0.341
N: 1.555 -0.841 1.431  -0.401
H: 2.718 1.549 -0.252  0.251
H: 2.155 2.239 1.283  0.252
H: 0.970 1.835 0.004  0.304
C: -1.090 -0.016 -0.896  0.488
N: -0.811 -0.960 -1.829  -0.851
N: -1.461 -1.061 0.687  -1.058
N: -1.117 1.119 -0.516  -0.624
H: -1.072 -0.697 -2.769  0.400
H: -1.119 -1.881 -1.536  0.398
H: -0.564 -1.385 1.048  0.412
H: -2.219 -1.690 0.943  0.381
H: -1.600 0.033 0.905  0.456

energy relative to the best compared isomer or geometry (same formula, charge and spin)	237.73	kJ/mol

Entry 3:
Formula: C31H30N6O4S3Tl
Source: the Open Molecules 2025 dataset
Level of theory: ωB97M-V with the def2-TZVPD basis set

Each line ends with the Mulliken charge.
Positions of all 75 atoms, in Å:
Tl: -0.044 -0.577 -0.211  1.727
O: 1.671 0.518 0.793  -0.505
N: 1.674 0.291 2.056  -0.587
N: 0.589 -0.123 2.548  1.453
O: -0.544 -0.284 1.869  -0.735
C: 0.542 -0.464 3.945  0.153
C: 1.393 -1.443 4.421  0.004
C: 1.334 -1.762 5.770  -0.783
C: 0.433 -1.110 6.599  -0.497
C: -0.418 -0.136 6.090  -0.653
C: -0.371 0.196 4.747  -0.378
H: 2.066 -1.951 3.745  0.370
H: 1.987 -2.527 6.168  0.405
H: 0.388 -1.364 7.650  0.387
H: -1.115 0.372 6.743  0.390
H: -1.013 0.957 4.323  0.391
C: 7.794 -1.468 0.005  -1.415
C: 6.337 -1.830 -0.048  0.944
C: 5.791 -2.459 -1.165  -1.113
C: 4.452 -2.806 -1.208  -0.519
C: 3.637 -2.513 -0.123  0.662
C: 4.155 -1.880 0.998  0.230
C: 5.499 -1.547 1.028  -1.032
S: 1.938 -2.978 -0.135  1.082
O: 1.812 -4.351 -0.513  -0.667
O: 1.369 -2.526 1.119  -0.514
N: 1.215 -1.985 -1.238  -0.236
C: 0.891 -2.378 -2.542  0.594
C: 1.471 -3.402 -3.252  -0.677
C: 1.128 -3.650 -4.596  -1.186
C: 0.174 -2.920 -5.236  -0.900
C: -0.525 -1.927 -4.516  0.983
C: -1.595 -1.199 -5.078  -0.521
C: -2.288 -0.300 -4.317  -1.114
C: -1.911 -0.128 -2.980  0.189
N: -0.894 -0.764 -2.437  -0.247
C: -0.180 -1.659 -3.173  0.133
H: 8.324 -1.817 -0.879  0.349
H: 8.272 -1.907 0.882  0.353
H: 7.923 -0.386 0.072  0.326
H: 6.427 -2.689 -2.010  0.342
H: 4.061 -3.306 -2.083  0.181
H: 3.512 -1.646 1.835  0.209
H: 5.903 -1.058 1.907  0.436
H: 2.194 -4.045 -2.778  0.578
H: 1.646 -4.444 -5.118  0.409
H: -0.066 -3.091 -6.277  0.415
H: -1.866 -1.379 -6.111  0.456
H: -3.120 0.264 -4.713  0.432
H: -2.471 0.548 -2.345  0.454
S: -0.239 3.336 2.119  -0.291
C: 0.941 4.027 1.204  0.320
N: 2.115 3.473 0.872  0.033
C: 3.108 4.315 0.226  -0.797
C: 2.319 5.402 -0.499  -0.475
S: 0.826 5.640 0.512  -0.106
H: 2.271 2.498 1.083  0.080
H: 3.713 3.724 -0.460  0.334
H: 3.769 4.760 0.974  0.364
H: 2.039 5.095 -1.507  0.258
H: 2.874 6.334 -0.554  0.427
C: -3.505 4.822 -1.621  -1.539
C: -2.689 3.643 -1.189  1.084
C: -1.356 3.502 -1.561  -0.976
C: -0.642 2.398 -1.149  -0.364
N: -1.179 1.440 -0.385  0.420
C: -2.459 1.566 -0.014  -0.615
C: -3.236 2.639 -0.393  -0.772
H: -2.877 5.617 -2.017  0.387
H: -4.085 5.219 -0.788  0.393
H: -4.211 4.525 -2.399  0.314
H: -0.865 4.262 -2.154  0.461
H: 0.406 2.288 -1.407  0.387
H: -2.849 0.802 0.648  0.416
H: -4.259 2.699 -0.047  0.493

energy relative to the best compared isomer or geometry (same formula, charge and spin)	0.00	kJ/mol
charge	+1

Entry 4:
Formula: C5H10NO
Source: the Open Molecules 2025 dataset
Level of theory: ωB97M-V with the def2-TZVPD basis set

Each line ends with the natural charge from an NBO analysis.
Positions of all 17 atoms, in Å:
C: 2.397 -0.693 0.306  0.190
O: 3.680 -0.689 -0.165  -0.694
C: 1.599 0.708 0.170  -0.482
C: 0.171 0.671 0.623  -0.435
C: -1.078 0.598 -0.047  -0.194
C: -2.320 0.275 0.425  -0.300
N: -3.358 -0.206 -0.484  -0.873
H: 2.232 -1.137 1.351  0.142
H: 1.285 -1.390 -1.141  0.111
H: 1.629 0.815 -0.895  0.190
H: 1.948 1.648 0.610  0.237
H: 1.705 -1.274 -0.512  -0.016
H: 0.027 0.524 1.678  0.155
H: -0.973 0.512 -1.150  0.150
H: -2.283 -0.145 1.351  0.148
H: -3.687 0.674 -0.974  0.345
H: -2.975 -0.892 -1.146  0.327

energy relative to the best compared isomer or geometry (same formula, charge and spin)	531.22	kJ/mol
charge	-1

Entry 5:
Formula: C5H7N
Source: the Open Molecules 2025 dataset
Level of theory: ωB97M-V with the def2-TZVPD basis set

Each line ends with the natural charge from an NBO analysis.
Positions of all 13 atoms, in Å:
C: -0.624 1.094 -1.007  -0.715
C: -0.408 0.959 0.480  -0.047
C: -0.694 -0.409 0.981  -0.455
C: 0.821 -0.463 0.742  -0.470
C: 1.264 -1.269 -0.379  0.269
N: 1.614 -1.900 -1.282  -0.302
H: 0.062 1.816 -1.459  0.228
H: -1.629 1.535 -1.076  0.255
H: -0.631 0.168 -1.603  0.201
H: 1.037 0.703 0.586  0.315
H: -1.246 -1.099 0.335  0.216
H: -0.967 -0.517 2.031  0.223
H: 1.401 -0.617 1.652  0.283

energy relative to the best compared isomer or geometry (same formula, charge and spin)	398.23	kJ/mol